No. 1
C20H12BBiF9N6SbSe4 | the ωB97M-V functional and the def2-TZVPD basis

Summary:
LUMO energy: 0.1232 Eh
gap between HOMO and LUMO: 5.31 eV
charge: -2

Geometry (Å):
1 Bi 1.617 -2.184 -0.947
2 C 3.153 3.248 -2.677
3 C 3.388 2.130 -1.892
4 N 2.455 1.646 -1.089
5 C 1.272 2.251 -1.060
6 C 1.043 3.362 -1.874
7 N 1.976 3.865 -2.672
8 C 0.265 1.706 -0.103
9 C -0.982 2.289 0.062
10 C -1.878 1.758 0.987
11 C -1.423 0.705 1.762
12 C -0.149 0.183 1.535
13 N 0.651 0.644 0.595
14 C 0.332 -0.958 2.355
15 C 0.005 -1.009 3.709
16 N 0.345 -2.018 4.502
17 C 1.030 -2.999 3.929
18 C 1.404 -2.945 2.595
19 N 1.076 -1.925 1.813
20 C -3.259 2.292 1.133
21 C -3.732 3.346 0.355
22 C -5.019 3.819 0.538
23 N -5.876 3.325 1.429
24 C -5.430 2.306 2.163
25 C -4.161 1.766 2.055
26 H 3.919 3.653 -3.329
27 H 4.334 1.601 -1.904
28 H 0.087 3.870 -1.895
29 H -1.249 3.141 -0.542
30 H -2.059 0.222 2.483
31 H -0.535 -0.194 4.178
32 H 1.297 -3.848 4.548
33 H 1.976 -3.740 2.133
34 H -3.118 3.805 -0.407
35 H -5.383 4.644 -0.065
36 H -6.134 1.898 2.880
37 H -3.898 0.926 2.681
38 Se 4.704 -2.020 1.590
39 Sb 5.377 -4.218 0.265
40 Se 3.683 -0.756 -0.071
41 Se 2.965 -4.383 -0.917
42 Se 7.002 -3.579 -1.384
43 F -1.679 -1.297 -0.864
44 B -2.522 -2.211 -0.169
45 F -2.458 -3.462 -0.783
46 F -2.098 -2.330 1.178
47 F -3.838 -1.709 -0.181
48 F 1.754 -0.603 -3.815
49 C 2.124 -1.866 -3.361
50 F 3.418 -2.023 -3.759
51 C 1.273 -2.807 -4.218
52 F -0.021 -2.460 -4.127
53 F 1.598 -2.779 -5.531
54 F 1.379 -4.079 -3.820

Atomic partial charges in e from the natural (NBO) method, atoms 1 to 5: Bi 1.081; C -0.017; C 0.015; N -0.351; C 0.122


No. 2
C20H12Br4IN2O5Pt | the ωB97M-V functional and the def2-TZVPD basis

Summary:
multiplicity: 5
LUMO energy (spin up / spin down): 0.0792 / 0.0331 Eh
gap between HOMO and LUMO (spin up / spin down): 6.53 / 5.57 eV
charge: -1

Geometry (Å):
1 Pt -0.052 0.593 -1.709
2 C -0.170 -4.024 -1.885
3 C -1.241 -3.376 -1.066
4 N -2.325 -4.051 -0.788
5 C -3.294 -3.456 -0.053
6 C -3.197 -2.182 0.434
7 C -4.311 -1.643 1.285
8 O -3.950 -1.546 2.669
9 C -2.040 -1.417 0.135
10 C -1.885 -0.116 0.743
11 N -1.119 0.827 0.325
12 C -0.851 1.900 1.198
13 C -0.578 1.639 2.542
14 C -0.267 2.661 3.423
15 C -0.204 3.969 2.972
16 C -0.449 4.244 1.635
17 C -0.763 3.221 0.753
18 I -1.105 3.698 -1.240
19 C -1.016 -2.011 -0.640
20 O 0.104 -1.469 -0.957
21 H -0.476 -5.034 -2.150
22 H 0.772 -4.049 -1.334
23 H 0.020 -3.438 -2.786
24 H -4.183 -4.048 0.136
25 H -5.189 -2.286 1.173
26 H -4.598 -0.635 0.984
27 H -3.459 -2.346 2.885
28 H -2.449 0.050 1.664
29 H -0.572 0.611 2.880
30 H -0.053 2.427 4.458
31 H 0.051 4.774 3.648
32 H -0.390 5.260 1.269
33 Br 7.134 0.660 -3.041
34 C 5.421 0.794 -2.261
35 C 5.305 1.096 -0.869
36 Br 6.859 1.370 0.162
37 C 4.069 1.190 -0.282
38 Br 3.825 1.593 1.541
39 C 2.872 0.985 -1.031
40 O 1.733 1.054 -0.509
41 C 2.982 0.692 -2.470
42 O 1.942 0.543 -3.140
43 C 4.303 0.601 -3.027
44 Br 4.379 0.209 -4.865
45 O -1.586 0.466 -2.812

Atomic partial charges in e from the natural (NBO) method, atoms 1 to 5: Pt 1.279; C -0.647; C 0.193; N -0.422; C -0.055


No. 3
C20H12Cl5N3OSn | the ωB97M-V functional and the def2-TZVPD basis

Summary:
LUMO energy: -0.3022 Eh
gap between HOMO and LUMO: 6.06 eV
charge: +2

Geometry (Å):
1 Sn 0.038 -0.825 0.210
2 C -1.071 0.756 -3.739
3 C -0.793 -0.053 -2.529
4 N -0.463 0.449 -1.391
5 N -0.235 1.767 -1.173
6 C 0.496 1.942 -0.087
7 O 0.925 0.921 0.648
8 C 0.850 3.281 0.349
9 C 1.763 3.453 1.393
10 C 2.102 4.730 1.799
11 C 1.528 5.831 1.174
12 C 0.615 5.662 0.137
13 C 0.276 4.391 -0.281
14 C -0.796 -1.541 -2.562
15 C -1.215 -2.270 -3.653
16 C -1.130 -3.661 -3.610
17 C -0.630 -4.287 -2.482
18 C -0.229 -3.504 -1.414
19 N -0.306 -2.170 -1.467
20 H -0.952 1.812 -3.519
21 H -2.092 0.572 -4.081
22 H -0.394 0.472 -4.547
23 H 2.208 2.593 1.873
24 H 2.813 4.873 2.600
25 H 1.794 6.829 1.495
26 H 0.173 6.524 -0.341
27 H -0.432 4.250 -1.086
28 H -1.604 -1.766 -4.527
29 H -1.455 -4.247 -4.460
30 H -0.546 -5.363 -2.421
31 H 0.171 -3.935 -0.504
32 Cl 2.412 -3.020 1.491
33 C 1.049 -2.699 2.493
34 C 0.077 -1.857 2.000
35 C -1.059 -1.565 2.726
36 Cl -2.187 -0.509 1.901
37 C -1.263 -2.082 3.990
38 Cl -2.668 -1.702 4.869
39 C -0.266 -2.931 4.506
40 Cl -0.470 -3.593 6.055
41 C 0.888 -3.246 3.765
42 Cl 2.079 -4.280 4.401

Atomic partial charges in e from the natural (NBO) method, atoms 1 to 5: Sn 2.181; C -0.697; C 0.339; N -0.402; N -0.374


No. 4
C20H13AsN2O10STa | the ωB97M-V functional and the def2-TZVPD basis

Summary:
LUMO energy: -0.1760 Eh
gap between HOMO and LUMO: 8.07 eV
charge: +1

Geometry (Å):
1 Ta 0.702 -0.656 0.289
2 O -2.226 0.808 2.106
3 As -1.154 -0.249 2.979
4 O -0.961 0.099 4.530
5 O 0.321 -0.003 1.994
6 C -1.960 -1.975 2.602
7 C -3.134 -2.055 3.337
8 C -3.932 -3.195 3.304
9 C -3.558 -4.280 2.541
10 C -2.380 -4.237 1.806
11 C -1.589 -3.098 1.831
12 S -0.158 -3.212 0.827
13 O 0.943 -2.418 1.471
14 O 0.128 -4.551 0.493
15 O -0.389 -2.293 -0.391
16 H -2.387 1.620 2.611
17 H -3.426 -1.223 3.967
18 H -4.839 -3.226 3.890
19 H -4.169 -5.172 2.518
20 H -2.066 -5.091 1.223
21 N 7.678 -1.473 -2.234
22 C 6.611 -1.324 -1.839
23 C 5.271 -1.137 -1.345
24 C 4.912 0.088 -0.786
25 C 3.622 0.271 -0.321
26 C 2.696 -0.775 -0.400
27 C 3.072 -2.008 -0.954
28 C 4.359 -2.184 -1.436
29 H 5.640 0.886 -0.728
30 H 3.338 1.230 0.092
31 H 2.383 -2.842 -1.022
32 H 4.660 -3.126 -1.874
33 O 0.826 1.378 -0.278
34 C -0.279 1.308 -0.911
35 O -0.775 0.109 -0.929
36 C -0.923 2.434 -1.550
37 C -2.143 2.260 -2.209
38 C -2.746 3.343 -2.820
39 C -2.138 4.591 -2.777
40 C -0.930 4.731 -2.116
41 C -0.299 3.679 -1.494
42 N -0.284 6.066 -2.073
43 O 0.772 6.145 -1.486
44 O -0.858 6.972 -2.633
45 H -2.601 1.281 -2.236
46 H -3.689 3.223 -3.335
47 H -2.584 5.456 -3.247
48 H 0.645 3.826 -0.989

Atomic partial charges in e from the natural (NBO) method, atoms 1 to 5: Ta 2.521; O -1.012; As 2.412; O -1.025; O -1.030


- Which value of charge does entry 3 give?
  +2